Molecular formula: C43H86CuN5O10V
Method: DFT, wB97M-V/def2-TZVPD

XYZ file:
```
146
Properties=species:S:1:pos:R:3:forces:R:3
C 2.75850 -0.43573 0.40173 0.5595 -0.4209 -0.8478
H 3.15635 -2.51372 -2.33352 -0.1813 0.3777 -0.4868
O 1.97647 0.72090 5.56604 -0.1876 0.7812 0.8704
C 0.81008 2.63141 -2.24067 -1.5217 0.0669 -0.5854
O -4.70565 1.49063 -0.79220 1.9681 0.4413 1.5978
C 6.47584 -3.51514 0.20837 -1.5143 0.1655 -0.0369
H -0.32341 -0.56072 -2.86572 0.9770 0.2999 -0.4863
C -0.79667 -6.09199 0.37538 -1.1374 -0.0057 -1.2613
H -4.45518 3.87966 -5.78864 0.0197 0.3281 0.3784
H -0.21928 3.24260 5.16447 -0.0417 0.2104 -0.1121
O -3.90520 3.58828 -2.69149 -4.4267 6.3909 -3.7831
H 5.74950 -1.30945 -1.64386 -0.5331 -0.5109 0.1995
H 0.57795 0.22457 1.93900 -1.1368 -0.0102 0.9176
H 3.52882 2.50820 3.10228 -0.0358 -0.2149 -0.4550
H -3.55584 0.00624 -7.45926 0.0259 0.0007 0.2436
C -2.36579 -6.08427 0.50585 0.5156 -1.2272 0.7431
H -0.36951 -6.96932 -0.11586 -0.7063 -0.5284 0.1571
H 4.69532 -4.48917 2.05013 0.1366 0.0980 0.4322
H -1.19324 -0.02398 2.42363 0.4160 0.0798 0.0936
H -0.14699 2.29546 -1.75619 0.6117 -0.2334 -0.9511
H -0.40078 -6.06347 1.33233 1.0563 0.3403 1.8253
H 6.09354 -2.25215 2.62456 0.8627 0.1205 -0.0620
H 1.81720 1.98105 -0.62525 0.3345 0.8684 0.5233
Cu -2.24348 4.10275 -1.72624 1.4345 0.3584 1.1169
H -1.28146 -2.73280 1.79008 -0.1517 0.0971 -0.4443
V -3.29949 1.75947 -0.02190 -1.8843 -0.5045 -0.7905
O -2.23105 -5.08298 2.62468 -0.4624 -0.0146 0.2020
H 1.62334 4.36649 0.62250 -0.7895 -0.2208 -0.7759
C 1.80727 6.14774 -1.24087 -0.2311 -1.5365 -1.2748
C -0.44406 2.02649 2.50817 0.3762 -0.9005 0.9855
H 2.12176 -4.21464 1.97325 0.0116 -0.7749 -0.1870
C -0.88936 -0.95866 -2.06909 -4.1096 0.0185 1.3529
C -3.91449 -2.88024 1.90037 -1.6068 0.3965 0.0001
H -2.99892 -0.68104 -1.26178 0.3273 -0.0262 -0.0847
O -3.40192 4.00054 0.02758 0.9966 -2.2688 -0.7507
H 1.18940 2.85639 6.12533 0.0847 0.1833 0.5221
H -4.38165 -0.33228 -4.96138 0.1604 1.3860 0.0486
H -3.45193 2.75133 -7.90482 -0.1814 -0.4134 0.0931
H -2.08440 -4.14428 -1.69531 -0.6543 -0.1954 0.3766
H -3.64476 -2.90427 2.96617 0.4415 -0.1170 -0.4142
N -2.98073 -5.03625 1.39518 1.5711 -1.1057 -0.2561
H 2.70540 -2.67454 2.28692 0.4708 0.0982 -0.0254
H 2.64462 3.36535 -1.46200 -0.3726 -0.2812 0.6690
H -2.90461 -0.27056 -2.90447 -0.4194 0.5093 -1.6877
H -4.99989 -3.27975 1.88427 1.6584 0.6108 -0.2248
H 1.31108 1.80276 -2.77823 -0.6936 0.2973 -0.1121
C -0.85002 0.54894 5.17981 -1.6557 -0.9300 -0.9760
C -0.64848 3.28130 -4.16188 -0.2335 -0.3985 0.6419
H 4.64853 -1.43161 2.27704 0.7175 -0.0633 -0.3778
C 4.22293 -3.92906 1.25343 -0.2697 0.2324 0.0323
H 1.71003 -1.50480 -2.04435 -0.0612 0.2218 -0.2406
H 2.64744 -0.61295 1.46634 -0.2934 -0.0093 0.1895
H -1.15769 -1.99409 -2.17620 -0.1333 -0.7677 -1.2288
C -3.74975 2.21167 -7.00945 -0.4630 -0.5001 -0.3624
H -2.91679 -5.30501 3.27383 0.3211 0.0993 -0.1850
N 4.46665 -2.17939 -0.38267 2.6996 -0.8579 -0.5956
H 2.62159 0.01486 5.52837 0.1839 -0.1163 -0.6477
H 1.46266 -1.50708 3.70749 0.0025 0.0731 -0.2087
H -0.99618 -3.13716 0.12493 0.8231 -0.5766 -1.1162
C -4.24692 2.83660 -5.89710 1.1573 -0.0730 -0.7138
H -4.10394 -2.71666 -0.71143 0.4249 -0.5758 0.1224
C -4.44266 4.67660 -3.12017 1.3289 2.2496 2.8437
H -0.69470 7.07800 -0.50712 0.6350 -0.1218 -0.0060
C 0.47164 3.80052 -3.22558 -1.4060 -1.6079 1.6334
C -0.26184 0.51785 2.65246 0.7239 0.1181 -0.0785
O 5.30710 -1.09300 -0.80992 -0.3375 0.5354 0.0374
H -0.64384 0.42504 6.24873 0.4961 -0.2986 -0.4787
C 1.53407 2.44256 4.06038 0.1824 0.2986 1.3313
H -1.07244 4.05742 -4.79176 0.1899 0.1860 -0.2342
C -2.96534 -5.97830 -0.88601 -1.3099 0.1707 0.3545
H -1.79246 -0.02984 4.90908 1.1953 0.2308 0.4691
H 1.19414 -2.62838 0.25105 0.2117 0.2202 0.1897
H -1.21859 2.36651 3.16660 -0.4826 0.2066 0.5579
N -0.17891 4.91586 -2.37850 0.8165 -2.3110 1.9373
H -0.37357 -5.32862 -0.26583 -0.2231 0.8067 0.1835
C -1.74459 -2.81681 0.78754 -0.6451 0.2553 1.6677
C -2.76122 -7.49987 1.18790 -1.1847 1.4959 -1.0178
C 5.16437 -2.82131 0.73042 0.7615 -0.0841 0.7988
H -3.91324 -1.79849 1.59405 -0.2595 -0.9408 0.3341
H 1.51286 2.50696 1.95729 0.5567 -0.1183 -0.5733
H 2.22441 -3.82970 -0.53022 0.2158 1.1875 0.7518
H 6.20884 -4.38506 -0.42821 0.3469 0.6843 0.0793
C 0.59766 -1.23002 4.31275 -0.4786 -0.7047 -0.6766
C 5.61152 -1.76414 1.78863 -3.0498 -0.1217 0.7443
H -0.76181 2.35724 1.55875 -0.5174 -0.1003 -1.4512
H -0.23663 -1.94783 4.05065 0.7403 0.9352 0.3418
H 2.08453 6.57337 -0.31266 0.1736 0.6933 0.9127
H 0.57327 3.79274 2.70122 0.6341 0.2771 0.1564
H 1.49129 5.09121 -4.50099 0.3019 0.9401 -0.2763
C 2.24255 -2.94323 0.19965 0.0212 -1.2717 -0.7364
C 0.22266 0.24446 4.11326 -0.0727 -0.6347 -0.0038
H 2.66067 5.51689 -1.54600 -0.3220 0.3941 -0.0639
H 3.60374 0.30168 0.31685 -0.9535 -0.5876 -0.3005
H -0.19492 2.49495 -4.78977 -0.5083 0.1939 0.1603
N 1.47965 1.00515 4.26432 0.4477 -1.2114 0.0340
H 2.55313 4.30490 -3.32141 0.7469 0.2944 0.4950
H 2.94017 3.94409 3.95903 0.6988 0.4333 -0.0158
H 3.31953 -0.71939 -2.32205 0.0005 0.2184 -0.0512
H 1.79745 -0.05456 -0.04156 0.9417 -0.1624 0.5855
O -2.08365 1.20492 -1.54204 -1.7464 -0.7303 1.3402
H -2.25127 -7.62810 2.11930 0.4874 0.0133 0.5115
H -1.19295 1.53312 5.04386 -0.3637 1.4287 0.0731
C 2.78618 -1.56763 -1.91917 -0.0911 -1.4207 1.8782
H 1.97045 3.53805 -4.75405 0.0208 -0.9797 -0.3007
H 3.61047 2.51414 4.86925 -0.7072 0.5396 -0.6635
H -3.95833 -6.41390 -0.78308 -0.3657 0.1027 -0.2946
C 0.85787 2.74020 2.77351 -0.9197 0.6039 -0.8167
C 0.94492 4.02805 -0.21159 0.2396 -0.4085 0.4307
H -3.87450 -7.59033 1.41375 1.3077 0.3492 -0.5223
C -2.36410 -0.18418 -2.01141 3.6574 0.2798 3.1791
C -3.00006 -3.66541 0.91484 -1.7186 0.7676 0.5239
C 0.54164 5.25823 -1.00136 0.7611 1.6506 -1.6466
O -0.33213 6.02720 -3.15529 -0.8424 1.3670 -0.4847
H 0.53108 6.33204 -3.46664 0.1674 -0.0909 0.1048
C 1.67082 2.97454 -1.08656 0.3565 0.4548 0.5065
H -0.01490 3.69365 0.26642 0.9860 -0.4219 -0.4096
H 6.96545 -2.70271 -0.30837 0.6147 -0.2870 -0.4480
H 4.14701 -4.62569 0.42188 -0.0040 -0.2723 -0.1408
H -1.37460 5.55680 -0.01655 0.4764 0.1243 -0.2860
H 1.63898 6.92995 -1.98943 0.1089 -0.0241 0.3296
H -4.77665 -4.22256 -0.06955 0.6643 0.1369 -0.5901
C 0.86425 3.29535 5.19566 0.0999 -2.1276 -0.4534
H -3.65393 -4.49991 -2.41732 0.3601 -0.4752 0.7769
H 6.02283 -0.82868 1.39514 0.5080 -0.7195 0.0523
H 0.89067 -1.37014 5.34648 -0.2079 -0.2590 0.1981
C 2.78700 -3.47984 1.54902 0.0314 1.3566 -0.6941
H -0.03770 6.07318 0.83561 0.8099 0.5854 1.3633
H -2.47044 -8.29542 0.51166 0.0171 -0.2092 -0.1165
C -3.81521 -3.74125 -0.38039 -0.4232 0.4302 -0.2102
C -0.39691 6.08524 -0.15081 -2.3735 -0.7773 -0.9900
H -2.14536 -1.84036 0.50092 0.5537 0.0654 -0.0298
C -3.09179 -4.56682 -1.45006 -0.0369 0.6430 -0.3042
C 3.01929 2.86679 3.98236 -0.3800 -0.3550 1.1262
C -4.19403 0.64856 -5.45470 -0.0134 -1.1430 0.3195
H 7.11138 -3.86233 1.02410 -0.1611 0.1032 0.0679
C 1.70904 4.19499 -3.95421 -0.6286 0.7785 -0.6206
H -4.71800 2.09173 -4.00246 -0.1249 -0.1968 0.2506
O -4.80587 5.87299 -3.25669 2.0615 -8.3950 0.2776
C 3.10538 -1.79296 -0.36780 -1.6089 1.8905 -0.8236
N -4.39327 1.90703 -4.92854 -0.9665 -1.1655 0.3650
H -1.53080 2.84781 -3.57324 1.3672 0.2453 -0.6674
C -3.78605 0.78279 -6.74395 0.3981 1.5014 -0.7242
O -3.32009 0.97074 1.43226 0.3648 1.4472 -2.9626
H 1.21336 4.28139 5.09157 0.2352 1.3813 0.0697
H -2.43611 -6.61792 -1.54194 0.7237 -0.7308 -0.6960
H -0.47060 -1.12134 -1.07094 0.4310 1.4223 -0.0708
```
Positions in Å, forces in eV/Å.

Results
LUMO level (spin up / spin down)   -1.10 / -1.73 eV
Strongest force on any atom   8.649 eV/A
HOMO energy (spin up / spin down)   -8.305 / -8.305 eV
Multiplicity   2
E_tot   -144229.182 eV
Total charge   0